1.
{
  "formula": "C3H11NSiYb",
  "method": "ωB97M-V/def2-TZVPD",
  "charge": 2,
  "elements": ["C", "C", "C", "N", "Si", "H", "H", "H", "H", "H", "H", "H", "H", "H", "H", "H", "Yb"],
  "positions_angstrom": [[-0.2732, -0.0125, -1.5041], [-0.0875, -1.1338, -0.4714], [-0.9547, -0.8087, 0.7451], [-0.7405, 0.5955, 1.1207], [0.9083, 1.0777, 1.5172], [-0.6603, 0.8948, -1.0409], [-0.8935, -0.3107, -2.3608], [0.7388, 0.2636, -1.8662], [-0.3882, -2.0853, -0.8976], [0.9593, -1.2356, -0.2001], [-0.7384, -1.5187, 1.5402], [-1.9973, -0.9547, 0.4700], [-1.3204, 0.8289, 1.9192], [0.9204, 2.1102, 2.5587], [1.5084, 1.6392, 0.2627], [1.7163, -0.1056, 1.8822], [1.3025, 0.7556, -3.6749]],
  "forces_ev_per_angstrom": [[0.2, -0.2, -0.6], [-0.3, 0.0, -0.1], [0.0, 0.2, -0.2], [0.5, -0.2, 0.8], [-0.1, -0.1, 0.0], [-0.1, 0.1, 0.1], [-0.2, 0.0, -0.1], [0.2, -0.2, 1.1], [0.0, -0.2, 0.0], [0.1, 0.1, 0.1], [0.2, -0.1, 0.1], [-0.2, 0.1, 0.0], [-0.3, 0.1, -0.2], [-0.1, 0.0, -0.1], [0.1, -0.1, -0.1], [0.1, 0.0, 0.0], [0.0, 0.3, -0.8]],
  "lowdin_charge": [-0.185, -0.229, -0.277, -0.234, 0.622, 0.082, 0.087, -0.075, 0.122, 0.090, 0.123, 0.126, 0.079, -0.053, -0.090, -0.049, 1.859]
}



2.
{
  "formula": "C12H16N2",
  "method": "ωB97M-V/def2-TZVPD",
  "smiles": "CCc1c[nH]cn1.Cc1ccccc1",
  "de_lowest_kcal_mol": 38.61,
  "elements": ["C", "C", "C", "C", "C", "C", "C", "H", "H", "H", "H", "H", "H", "H", "H", "C", "C", "C", "C", "C", "N", "N", "H", "H", "H", "H", "H", "H", "H", "H"],
  "positions_angstrom": [[-3.2984, -0.7100, -3.1568], [-2.1770, 2.5027, -1.5581], [-0.7942, 2.2316, -1.4030], [-2.9488, 1.5407, -2.1423], [-2.4014, 0.3753, -2.7531], [-0.2778, 1.0865, -1.9196], [-1.0567, 0.1074, -2.5851], [-2.5417, 3.5432, -1.4087], [-0.1662, 3.0801, -1.1315], [-4.0075, 1.6347, -2.2836], [0.7931, 0.8562, -1.6370], [-3.1215, -1.1230, -4.1580], [-4.3577, -0.3715, -3.0949], [-0.5343, -0.7000, -3.0815], [-3.3255, -1.6021, -2.5105], [2.5236, -2.1286, 1.7786], [1.4079, -2.9496, 2.4528], [2.3377, -0.6329, 2.1046], [1.9263, 0.4479, 1.3535], [2.2969, 1.0428, 3.5066], [2.4716, -0.2759, 3.4103], [1.9802, 1.4906, 2.2513], [3.5563, -2.3629, 2.2234], [2.7705, -2.2777, 0.7182], [1.3494, -2.5139, 3.4671], [1.4268, 0.4614, 0.4214], [2.3518, 1.6401, 4.4451], [1.6367, 2.4412, 2.2288], [1.7868, -4.0591, 2.3706], [0.3931, -2.7756, 2.0913]],
  "forces_ev_per_angstrom": [[-2.3, -1.0, -0.8], [1.1, 1.0, -0.3], [-1.4, 1.8, -0.6], [0.0, -1.1, -1.2], [0.4, 0.1, 2.3], [1.8, -2.0, 0.6], [0.9, 1.9, 0.0], [0.1, -1.1, 0.4], [0.1, -0.5, 0.5], [-0.4, 0.4, 0.1], [-1.1, 0.3, -1.0], [0.0, 0.3, 0.0], [0.6, -0.1, -0.4], [-0.3, -0.4, 0.3], [0.6, 0.4, 0.2], [1.5, 1.5, 0.4], [1.6, -1.1, 0.0], [-0.6, -0.9, -0.3], [0.6, -0.5, 1.6], [-0.1, -2.1, -1.1], [1.0, 1.0, 1.2], [-0.6, 1.8, 1.5], [-1.6, 0.0, -0.1], [-0.9, -0.1, 0.0], [0.3, -1.0, -0.1], [0.1, 0.4, -0.8], [-0.1, -0.5, -1.2], [0.0, -0.2, -1.0], [-1.4, 1.9, 0.6], [0.2, -0.3, -0.7]],
  "lowdin_charge": [-0.079, -0.086, -0.117, -0.059, -0.289, -0.114, -0.038, 0.115, 0.102, 0.098, 0.104, 0.084, 0.083, 0.112, 0.089, -0.219, -0.119, -0.328, -0.044, -0.168, 0.069, 0.019, 0.122, 0.095, 0.060, 0.077, 0.128, 0.141, 0.103, 0.061]
}



3.
{
  "formula": "C15H13N3O3PdS2",
  "method": "ωB97M-V/def2-TZVPD",
  "charge": -2,
  "elements": ["Pd", "C", "S", "C", "S", "N", "N", "C", "C", "C", "C", "C", "C", "N", "H", "H", "H", "H", "H", "H", "H", "H", "O", "C", "C", "C", "C", "C", "C", "C", "O", "O", "H", "H", "H", "H", "H"],
  "positions_angstrom": [[0.0130, -1.4113, -0.1943], [4.2638, -0.9071, 2.9831], [3.6288, -2.5839, 2.6547], [2.1776, -2.2164, 1.7094], [2.2967, -1.1607, 0.2944], [1.1046, -2.8554, 2.0503], [0.0385, -2.6487, 1.2933], [-1.1802, -3.2466, 1.5771], [-2.2255, -2.9392, 0.7613], [-3.6045, -3.3254, 0.9474], [-4.5588, -2.9231, 0.0728], [-4.2058, -2.1157, -1.0559], [-2.8845, -1.7385, -1.1783], [-1.9178, -2.1096, -0.3492], [5.2390, -1.0194, 3.4582], [3.5802, -0.3645, 3.6358], [4.3475, -0.3874, 2.0316], [-1.2539, -3.9088, 2.4314], [-3.8611, -3.9071, 1.8270], [-5.5997, -3.1917, 0.2323], [-4.9516, -1.7796, -1.7644], [-2.5675, -1.1045, -2.0020], [2.1970, 1.5808, -2.3748], [1.5172, 2.6715, -1.9322], [2.0514, 3.9496, -2.0882], [1.3603, 5.0664, -1.6420], [0.1274, 4.9079, -1.0267], [-0.3897, 3.6335, -0.8516], [0.2767, 2.5002, -1.3044], [-0.2770, 1.1293, -0.9276], [-0.0524, 0.1472, -1.7017], [-0.9135, 1.1158, 0.1327], [3.1379, 1.7720, -2.3997], [3.0257, 4.0665, -2.5539], [1.7906, 6.0535, -1.7670], [-0.4122, 5.7734, -0.6595], [-1.3185, 3.4770, -0.3194]],
  "forces_ev_per_angstrom": [[0.3, -0.6, -0.4], [-0.3, -0.3, -0.1], [0.2, 0.1, 0.0], [0.1, -0.1, -0.1], [-0.5, -0.1, 0.1], [-0.1, 0.0, 0.2], [0.3, 0.2, -0.2], [-0.4, -0.1, 0.0], [0.4, -0.1, 0.2], [-0.3, -0.1, -0.1], [0.1, -0.1, 0.1], [0.0, 0.1, -0.1], [-0.2, 0.0, -0.1], [0.1, 0.3, 0.2], [0.0, 0.0, 0.0], [0.0, 0.0, 0.0], [0.1, 0.1, 0.0], [0.0, 0.1, 0.0], [0.0, 0.0, 0.0], [0.0, 0.0, 0.0], [0.1, 0.0, 0.0], [0.0, 0.1, 0.1], [0.0, -0.1, 0.0], [-0.1, 0.1, 0.0], [0.0, 0.1, 0.0], [0.0, -0.1, 0.0], [0.0, 0.1, 0.0], [0.0, 0.0, -0.1], [0.3, -0.1, -0.2], [-0.6, 0.3, 0.2], [0.1, 0.0, 0.4], [0.0, 0.3, -0.2], [0.0, 0.1, 0.0], [0.0, 0.0, 0.0], [0.0, 0.0, 0.0], [0.0, 0.0, 0.0], [0.0, -0.1, 0.0]],
  "lowdin_charge": [0.750, -0.472, 0.678, -1.168, 0.433, -0.129, -0.282, -0.171, -0.327, -0.106, -0.177, -0.168, -0.208, -0.071, 0.003, 0.023, -0.019, 0.081, 0.082, 0.070, 0.048, 0.094, 0.055, -0.262, -0.051, -0.128, -0.120, -0.032, -0.052, -0.670, -0.156, -0.030, 0.102, 0.099, 0.085, 0.084, 0.112]
}



| no. | highest occupied orbital energy (Eh) | E (eV) |
| --- | --- | --- |
| 1 | -0.5706 | -44167.266 |
| 2 | -0.3138 | -15682.424 |
| 3 | 0.0462 | -51529.108 |